No. 1
The following is a DFT calculation (ωB97M-V with the def2-TZVPD basis set) of a 6-piece molecular cluster, C29H63BrIN5O9P2 overall.

Each line ends with the Mulliken charge.
Element x y z (Å)
C  -1.77  -1.77  0.59  -1.926
C  -1.26  -0.33  0.71  0.495
C  0.11  -0.08  1.39  -1.542
I  0.63  -1.77  2.65  0.143
C  1.28  0.40  0.47  1.769
P  2.24  -1.07  -0.21  -0.098
N  1.27  -2.18  -0.72  -0.421
C  0.84  1.12  -0.84  -1.252
O  0.22  0.63  -1.76  -0.645
N  1.31  2.41  -0.81  -0.044
C  1.57  2.85  0.58  -0.191
C  2.54  4.05  0.47  -1.027
C  3.27  4.63  1.66  0.037
O  4.44  4.85  1.66  -0.476
Br  2.27  5.12  3.27  -0.108
C  0.20  3.21  1.22  0.601
C  -0.38  4.47  0.59  -1.004
O  -0.19  5.56  1.07  -0.538
N  -1.14  4.28  -0.61  0.357
C  -2.57  4.32  -0.30  -1.093
C  -0.78  5.23  -1.68  -1.101
C  2.24  1.52  1.09  1.278
N  3.52  1.40  0.33  -0.687
C  4.64  1.54  0.80  0.537
O  5.70  1.62  1.23  -0.409
P  2.67  1.41  2.88  0.801
N  3.45  0.16  3.40  -0.850
H  -2.16  -2.15  1.53  0.523
H  -1.01  -2.42  0.16  0.404
H  -2.61  -1.75  -0.11  0.265
H  -1.29  0.09  -0.29  0.152
H  -2.02  0.21  1.29  0.306
H  -0.02  0.69  2.15  0.879
H  3.13  -1.46  0.80  0.075
H  3.01  -0.53  -1.24  0.157
H  1.42  -2.28  -1.72  0.204
H  0.79  3.04  -1.40  0.430
H  3.33  3.76  -0.21  0.432
H  2.01  4.89  0.03  0.471
H  0.29  3.42  2.29  0.522
H  -0.51  2.40  1.10  -0.056
H  -2.90  5.34  -0.10  0.324
H  -3.11  3.99  -1.19  0.443
H  -2.82  3.64  0.51  0.329
H  0.01  5.92  -1.35  0.366
H  -1.65  5.81  -1.99  0.458
H  -0.41  4.69  -2.55  0.295
H  1.45  1.67  3.53  0.080
H  3.40  2.58  3.08  0.082
H  3.62  -0.55  2.71  0.273
C  3.88  -6.83  -1.13  -1.316
C  3.76  -5.66  -0.16  0.530
C  3.08  -6.09  1.13  -1.303
O  3.05  -4.58  -0.75  -0.431
H  2.89  -7.20  -1.39  0.410
H  4.37  -6.52  -2.05  0.304
H  4.46  -7.65  -0.70  0.333
H  4.75  -5.27  0.06  0.120
H  2.07  -6.44  0.93  0.372
H  3.01  -5.24  1.82  0.271
H  3.63  -6.89  1.62  0.371
H  2.16  -4.86  -0.96  0.303
C  7.17  -7.37  2.16  -1.079
C  7.60  -7.95  0.83  0.389
C  9.11  -7.87  0.65  -1.338
O  6.93  -7.30  -0.25  -0.478
H  7.43  -6.31  2.22  0.315
H  6.08  -7.44  2.28  0.152
H  7.64  -7.89  3.00  0.411
H  7.29  -9.00  0.77  0.256
H  9.43  -6.83  0.66  0.353
H  9.40  -8.30  -0.31  0.324
H  9.64  -8.40  1.44  0.385
H  7.18  -6.38  -0.23  0.327
C  -3.98  8.87  2.00  -1.360
C  -3.74  8.58  0.53  0.585
C  -4.40  9.62  -0.37  -1.383
O  -4.21  7.27  0.20  -0.491
H  -5.05  8.85  2.22  0.340
H  -3.49  8.12  2.62  0.310
H  -3.59  9.85  2.28  0.394
H  -2.67  8.56  0.33  0.224
H  -5.48  9.62  -0.21  0.343
H  -4.22  9.40  -1.42  0.339
H  -4.02  10.62  -0.15  0.386
H  -5.16  7.24  0.36  0.290
C  -6.14  -0.10  -1.49  -1.115
C  -5.81  0.52  -0.14  0.398
C  -6.61  1.78  0.13  -1.417
O  -4.41  0.78  -0.07  -0.292
H  -5.91  0.60  -2.30  0.350
H  -5.55  -1.00  -1.64  0.108
H  -7.20  -0.37  -1.56  0.432
H  -6.00  -0.21  0.65  0.296
H  -6.39  2.54  -0.63  0.314
H  -6.35  2.20  1.10  0.339
H  -7.68  1.58  0.12  0.399
H  -4.19  1.42  -0.76  0.211
C  -4.85  -5.05  -3.67  -1.376
C  -4.78  -3.57  -3.32  0.473
C  -3.37  -3.01  -3.48  -1.220
O  -5.26  -3.34  -1.99  -0.536
H  -4.20  -5.62  -3.00  0.357
H  -5.86  -5.42  -3.55  0.331
H  -4.52  -5.23  -4.69  0.378
H  -5.47  -3.01  -3.96  0.268
H  -2.68  -3.53  -2.80  0.327
H  -3.35  -1.95  -3.23  0.258
H  -3.01  -3.14  -4.50  0.413
H  -4.68  -3.81  -1.39  0.329

Its molar mass is 894.6 g mol⁻¹. The calculation puts the electronic energy at -153690.715 eV. The LUMO energy is 0.22 eV. The HOMO-LUMO gap comes out at 8.63 eV. The calculation puts the HOMO energy at -8.41 eV.

=====

No. 2
The following is a DFT calculation (ωB97M-V with the def2-TZVPD basis set) of an isolated ion of composition C5H9N2 and charge +1.

Each line ends with the natural charge from an NBO analysis.
Element x y z (Å)
C  0.39  0.00  1.88  0.087
N  0.34  0.17  0.66  -0.229
C  0.22  1.65  -0.09  -0.256
C  0.41  1.27  -1.48  0.067
N  0.39  -0.01  -1.61  -0.329
C  0.30  -0.80  -0.43  0.041
C  -0.92  -1.60  -0.43  -0.640
H  0.40  -1.08  2.27  0.244
H  0.56  0.90  2.56  0.243
H  0.78  2.41  0.47  0.262
H  -0.84  1.86  0.29  0.256
H  0.38  1.86  -2.36  0.256
H  1.30  -1.34  -0.35  0.247
H  -0.82  -2.55  0.19  0.252
H  -1.10  -1.88  -1.47  0.276
H  -1.77  -0.87  -0.09  0.225

Its molar mass is 97.1 g mol⁻¹. The calculation puts the electronic energy at -8302.080 eV. As for the charge: +1. The LUMO energy is -4.61 eV. The HOMO-LUMO gap comes out at 10.31 eV. The calculation puts the HOMO energy at -14.92 eV. The value obtained for the relative energy (zero: lowest compared OMol25 entry of this formula, charge and spin) is 352.35 kJ/mol.

=====

No. 3
The following is a DFT calculation (ωB97M-V with the def2-TZVPD basis set) of one molecule with the formula C5H8N2.

Each line ends with the natural charge from an NBO analysis.
Element x y z (Å)
C  -0.23  0.72  1.92  -0.624
C  0.75  0.24  0.89  0.212
C  0.81  0.79  -0.38  -0.375
C  0.30  -0.22  -1.24  0.201
N  -0.01  -0.11  -2.57  -0.786
C  0.00  -1.39  -0.50  -0.360
N  0.59  -1.10  0.76  -0.505
H  -0.18  0.22  2.89  0.214
H  -0.32  1.80  2.02  0.223
H  -1.14  0.34  1.40  0.209
H  0.92  1.84  -0.61  0.220
H  -0.54  -0.89  -2.93  0.392
H  -0.21  0.79  -2.96  0.381
H  -1.09  -1.37  -0.27  0.212
H  0.33  -1.65  1.57  0.387

Its molar mass is 96.1 g mol⁻¹. The calculation puts the electronic energy at -8291.817 eV. The LUMO energy (spin up / spin down) is 0.80 / 0.80 eV. The HOMO-LUMO gap (spin up / spin down) comes out at 7.97 / 7.97 eV. The calculation puts the HOMO energy (spin up / spin down) at -7.17 / -7.17 eV. The value obtained for the relative energy (zero: lowest compared OMol25 entry of this formula, charge and spin) is 306.77 kJ/mol.

=====

No. 4
The following is a DFT calculation (ωB97M-V with the def2-TZVPD basis set) of C4H7NO3 as an isolated structure.

Each line ends with the natural charge from an NBO analysis.
Element x y z (Å)
C  -0.50  2.44  0.81  -0.300
C  0.62  0.07  0.53  0.452
C  1.02  -0.36  1.76  -0.632
C  -0.94  -0.85  -1.10  0.533
H  -1.65  2.43  1.38  0.213
H  -0.51  3.19  -0.16  0.231
H  0.33  2.55  1.66  0.210
H  0.88  0.14  2.95  0.252
H  0.69  -1.67  1.85  0.237
H  1.85  -1.78  -1.63  0.466
H  -1.11  -1.70  -1.71  0.131
N  0.47  -0.71  -0.63  -0.221
O  -0.03  1.19  -0.03  -0.538
O  1.22  -1.84  -0.64  -0.531
O  -1.81  -0.10  -0.83  -0.502

Its molar mass is 117.1 g mol⁻¹. The calculation puts the electronic energy at -11886.232 eV. The LUMO energy is 0.41 eV. The HOMO-LUMO gap comes out at 8.84 eV. The calculation puts the HOMO energy at -8.44 eV. The value obtained for the relative energy (zero: lowest compared OMol25 entry of this formula, charge and spin) is 872.77 kJ/mol.

=====

No. 5
The following is a DFT calculation (ωB97M-V with the def2-TZVPD basis set) of C15H21ClI2InN2O2P as an isolated structure.

Each line ends with the natural charge from an NBO analysis.
Element x y z (Å)
I  2.32  -3.50  -3.30  0.258
I  -1.39  -3.22  -2.19  -0.173
In  0.56  -1.37  -2.09  0.923
P  -0.01  0.21  -4.17  0.935
C  -1.59  0.50  -5.03  -0.934
C  0.85  1.79  -4.46  -0.937
H  1.90  -1.04  -5.00  0.251
H  0.86  -0.44  -6.33  0.259
H  0.38  -1.87  -5.38  0.253
C  0.87  -0.89  -5.33  -0.954
H  1.85  1.77  -4.01  0.264
H  0.94  1.94  -5.55  0.260
H  -1.35  0.78  -6.08  0.264
H  -2.11  1.34  -4.54  0.259
H  0.26  2.62  -4.04  0.256
H  -2.20  -0.41  -5.03  0.261
C  -2.43  -0.45  -2.07  0.474
O  -3.47  -0.34  -1.60  -0.469
Cl  2.67  -0.25  -1.76  -0.524
C  1.07  0.91  4.52  -0.454
N  0.96  0.97  3.10  -0.012
N  0.19  0.17  2.36  -0.116
C  0.45  0.38  1.02  0.605
O  -0.14  -0.26  0.11  -0.518
C  1.49  1.39  1.01  -0.256
C  1.80  1.68  2.31  0.230
C  2.82  2.58  2.92  -0.680
C  -0.81  -0.70  2.89  0.075
C  -1.63  -0.28  3.94  -0.211
C  -2.67  -1.11  4.37  -0.182
C  -2.92  -2.29  3.65  -0.135
C  -2.10  -2.70  2.58  -0.177
C  -1.01  -1.92  2.24  -0.179
H  2.09  0.70  4.80  0.259
H  0.44  0.12  4.89  0.266
H  0.81  1.88  4.95  0.261
H  1.95  1.69  0.06  0.288
H  2.40  3.37  3.54  0.264
H  3.57  2.08  3.55  0.265
H  3.36  3.04  2.09  0.270
H  -1.42  0.68  4.39  0.227
H  -3.25  -0.80  5.24  0.255
H  -3.75  -2.92  3.96  0.249
H  -2.29  -3.61  2.01  0.248
H  -0.31  -2.22  1.47  0.233

Its molar mass is 696.4 g mol⁻¹. The calculation puts the electronic energy at -66142.418 eV. As for the charge: +2. The LUMO energy (spin up / spin down) is -8.83 / -9.69 eV. The HOMO-LUMO gap (spin up / spin down) comes out at 5.99 / 5.20 eV. The calculation puts the HOMO energy (spin up / spin down) at -14.82 / -14.89 eV.

=====

No. 6
The following is a DFT calculation (ωB97M-V with the def2-TZVPD basis set) of a 6-piece molecular cluster, C24H49N7O8 overall.

Each line ends with the Mulliken charge.
Element x y z (Å)
C  10.84  -1.90  -2.72  -1.145
C  10.33  -1.80  -4.15  -0.548
C  9.04  -0.97  -4.31  -0.520
C  8.02  -1.20  -3.21  -0.590
N  6.66  -0.80  -3.66  -0.225
C  5.60  -1.56  -3.18  0.073
C  4.92  -2.55  -3.78  0.108
C  5.20  -3.11  -5.14  -0.502
N  4.26  -4.17  -5.55  -0.545
C  3.86  -2.97  -2.84  0.052
O  3.06  -3.85  -2.90  -0.546
O  3.95  -2.18  -1.69  -0.290
C  5.03  -1.35  -1.82  0.709
O  5.44  -0.61  -0.97  -0.571
H  10.76  -0.95  -2.20  0.298
H  10.27  -2.63  -2.14  0.304
H  11.88  -2.22  -2.69  0.362
H  10.14  -2.79  -4.56  0.275
H  11.11  -1.34  -4.76  0.356
H  8.59  -1.20  -5.28  0.389
H  9.31  0.09  -4.33  0.295
H  8.01  -2.25  -2.90  0.382
H  8.28  -0.58  -2.35  0.333
H  6.61  -0.72  -4.66  0.400
H  6.24  -3.46  -5.12  0.300
H  5.17  -2.32  -5.90  0.394
H  4.42  -4.96  -4.93  0.249
H  4.57  -4.49  -6.46  0.236
C  2.43  0.27  -0.17  -0.878
N  1.77  1.37  0.52  0.230
C  0.32  1.44  0.53  -1.011
C  2.46  2.33  1.16  0.083
O  1.95  3.27  1.74  -0.596
H  2.17  0.28  -1.23  0.327
H  2.13  -0.68  0.27  0.341
H  3.51  0.37  -0.07  0.187
H  -0.01  2.37  0.07  0.313
H  -0.05  1.40  1.55  0.345
H  -0.09  0.60  -0.03  0.354
H  3.55  2.19  1.10  0.258
C  -4.52  2.76  3.43  -0.702
N  -3.19  2.23  3.19  0.187
C  -2.06  3.14  3.08  -0.844
C  -2.97  0.91  3.06  0.067
O  -1.87  0.41  2.87  -0.585
H  -4.81  3.44  2.62  0.334
H  -4.53  3.32  4.37  0.343
H  -5.24  1.96  3.48  0.038
H  -1.59  3.06  2.10  0.155
H  -1.31  2.92  3.83  0.314
H  -2.42  4.16  3.21  0.375
H  -3.88  0.31  3.17  0.302
C  -9.61  1.24  5.74  -0.744
N  -9.07  0.91  4.44  0.125
C  -9.71  -0.11  3.63  -0.968
C  -7.97  1.51  3.96  0.342
O  -7.46  1.27  2.88  -0.644
H  -9.60  0.37  6.40  0.335
H  -10.64  1.60  5.65  0.357
H  -9.00  2.01  6.20  0.093
H  -9.01  -0.93  3.43  0.299
H  -10.03  0.30  2.68  0.294
H  -10.57  -0.50  4.17  0.386
H  -7.55  2.26  4.66  0.128
C  -6.83  5.39  8.79  -0.940
N  -7.18  3.99  8.67  0.078
C  -8.15  3.42  9.60  -0.911
C  -6.64  3.19  7.73  0.358
O  -6.91  2.01  7.60  -0.599
H  -6.39  5.59  9.77  0.342
H  -7.71  6.02  8.65  0.345
H  -6.10  5.65  8.02  0.304
H  -7.69  2.60  10.16  0.308
H  -9.01  3.02  9.06  0.253
H  -8.48  4.19  10.28  0.384
H  -5.92  3.71  7.08  0.121
C  0.84  -3.17  -6.97  -0.885
N  1.29  -3.58  -8.29  0.111
C  0.47  -4.49  -9.07  -0.962
C  2.45  -3.15  -8.82  0.097
O  2.87  -3.47  -9.92  -0.614
H  0.74  -4.04  -6.32  0.345
H  -0.12  -2.66  -7.04  0.369
H  1.57  -2.50  -6.52  0.237
H  1.02  -5.40  -9.29  0.304
H  0.18  -4.03  -10.01  0.288
H  -0.42  -4.74  -8.50  0.393
H  3.00  -2.46  -8.16  0.298

Its molar mass is 563.7 g mol⁻¹. The calculation puts the electronic energy at -52493.446 eV. The LUMO energy is -0.73 eV. The HOMO-LUMO gap comes out at 7.85 eV. The calculation puts the HOMO energy at -8.58 eV.